(1)
Molecular formula: C11H44BeN22O15S
Method: DFT, the ωB97M-V functional and the def2-TZVPD basis

Results
Orbital gap (eV): 4.185
M (g mol⁻¹): 765.691
LUMO level (eV): -4.43
E_HOMO (eV): -8.619
Energy relative to the best compared isomer or geometry (same formula, charge and spin) (kcal/mol): 161.7

Geometry as XYZ:
```
94
Properties=species:S:1:pos:R:3:forces:R:3
Be 6.969371 15.238826 -14.476445 3.1 -0.6 -2.9
S 9.093361 15.636460 -16.835016 -3.6 0.7 -0.5
O 9.008184 16.045698 -15.422941 -0.7 0.1 2.7
O 9.102964 16.855089 -17.683247 1.0 -1.1 0.3
O 10.254346 14.812563 -17.038718 1.7 -0.6 -0.4
O 7.872726 14.871718 -17.047125 -0.4 -0.5 -0.4
C 9.783580 12.838664 -19.835244 0.5 -1.2 -1.8
O 9.562797 12.113609 -20.793148 -0.1 -0.1 0.3
N 10.621916 13.859865 -19.806931 2.3 2.9 -0.6
N 9.296435 12.735897 -18.604854 -1.8 -1.5 1.6
H 11.344804 14.099901 -20.466246 -0.5 -0.4 -0.4
H 10.696917 14.334043 -18.922751 0.4 0.2 -0.3
H 8.734404 11.919709 -18.421035 -0.3 0.5 0.3
H 9.414805 13.548493 -18.010254 -0.5 -1.1 0.2
C 9.610585 16.087718 -12.242376 -1.8 2.4 0.4
O 8.528487 15.652168 -12.624229 -2.0 -2.1 -1.3
N 10.717482 15.408103 -11.989763 0.9 -1.8 -0.1
N 9.665304 17.385173 -11.911697 1.5 -0.4 0.2
H 10.625342 14.409601 -11.882007 0.2 0.1 -0.3
H 11.588374 15.845731 -11.736009 -0.2 -0.1 0.1
H 8.902397 18.015113 -12.095416 0.5 0.1 -0.1
H 10.600281 17.589292 -11.595380 -0.6 1.6 0.2
C 11.473771 18.144029 -19.963297 1.4 0.2 -4.7
O 12.336446 18.366009 -20.825541 -0.1 -0.5 0.8
N 11.128305 19.014968 -19.069542 -1.1 2.7 4.0
N 10.597117 17.139605 -20.041918 -0.4 -2.2 0.4
H 11.476670 19.950202 -18.936746 0.6 -0.4 -0.4
H 10.425187 18.749079 -18.404802 0.1 0.2 -0.1
H 9.995395 16.939569 -19.244126 0.2 -0.1 -0.9
H 10.607371 16.540347 -20.850924 0.2 0.1 0.2
C 7.479957 18.715392 -21.322599 0.3 -1.8 -0.7
O 7.699628 18.636777 -22.505252 0.0 0.8 -1.6
N 7.650840 17.640419 -20.555967 0.3 -1.5 1.8
N 6.970424 19.770578 -20.700034 -1.1 3.2 1.0
H 7.914842 16.771809 -20.991010 0.1 0.3 -0.1
H 7.617490 17.674005 -19.545839 -0.3 -0.2 -0.7
H 6.704635 20.587910 -21.226128 0.3 -0.3 -0.3
H 6.905638 19.916256 -19.707295 0.0 -0.6 -0.2
C 9.342386 12.648449 -14.157495 1.8 0.1 -0.5
O 8.177660 12.861394 -14.426768 -2.6 1.4 0.0
N 9.718097 12.100233 -12.985022 0.2 -0.4 2.1
N 10.342183 12.901612 -14.999397 0.9 -0.5 0.1
H 9.106566 12.168425 -12.186179 -0.4 -0.1 -0.4
H 10.655602 11.844993 -12.715677 0.1 0.1 -0.6
H 10.242588 13.309499 -15.916134 -0.5 0.1 0.1
H 11.277553 12.637120 -14.730364 0.0 0.0 -0.1
C 5.548021 12.241246 -15.720086 1.6 -2.2 -0.8
O 5.731532 13.451220 -15.792346 0.0 2.7 1.5
N 6.434855 11.374595 -16.191142 2.1 0.6 -1.2
N 4.530393 11.605530 -15.220824 -3.7 1.1 2.1
H 6.290075 10.381701 -16.259370 0.3 0.2 0.2
H 7.335849 11.832830 -16.184461 0.4 -0.8 -0.5
H 4.393751 10.609913 -15.184975 0.2 0.2 0.1
H 3.958679 12.228706 -14.668685 -0.7 -0.6 -0.1
C 5.689304 14.307631 -19.951511 -0.1 0.3 -1.3
O 4.854653 14.492549 -20.813326 -0.8 0.0 -0.6
N 5.486233 14.412578 -18.660500 -1.3 0.3 3.6
N 6.962692 13.988320 -20.209323 0.3 -0.1 -0.9
H 4.620586 14.766517 -18.286810 0.1 -0.1 -0.4
H 6.215929 14.246047 -17.984652 -0.1 0.2 -0.1
H 7.580675 13.975670 -19.415199 0.6 -0.3 -0.8
H 7.112482 13.882808 -21.200630 1.0 -0.2 0.3
C 13.407574 15.037290 -15.675408 0.8 0.5 -0.1
O 14.591064 14.776172 -15.554594 0.4 -0.6 1.1
N 12.481300 15.137370 -14.689360 0.3 -0.5 1.1
N 12.888073 15.311610 -16.854875 -0.4 0.1 -2.3
H 12.832231 14.977278 -13.759566 -0.5 0.3 0.0
H 11.578335 15.505402 -14.940927 0.0 -0.1 0.6
H 13.527210 15.143568 -17.617161 -0.3 0.2 -0.1
H 11.881898 15.286795 -16.989567 0.5 0.1 -0.3
C 12.928673 11.002857 -17.034246 -0.1 -2.0 -2.5
O 13.318433 9.934703 -17.439251 0.7 -1.4 -0.3
N 13.337868 11.503706 -15.876073 0.5 2.3 2.7
N 12.037139 11.711503 -17.747165 -0.1 1.1 1.1
H 13.266465 12.510938 -15.817621 0.2 0.1 0.1
H 14.245298 11.215293 -15.542678 -0.1 -0.4 -0.2
H 11.762964 12.560042 -17.279927 -0.6 0.2 -1.1
H 11.767532 11.394397 -18.663856 -0.2 0.3 0.2
C 10.486147 19.227280 -15.341945 1.0 5.2 0.5
O 10.975324 20.295873 -14.913840 -0.7 -1.2 -0.3
N 10.739412 18.057283 -14.866515 1.0 -3.7 1.4
N 9.606424 19.174830 -16.351892 -1.2 0.0 -1.0
H 11.359992 17.898095 -14.090658 0.1 0.4 -0.3
H 10.175222 17.288876 -15.217069 0.2 0.0 0.7
H 9.254833 20.028493 -16.753460 0.5 -0.1 0.0
H 9.583063 18.279954 -16.837960 -0.6 0.6 -0.1
C 5.960713 18.037689 -16.811144 1.3 -1.8 0.6
O 6.040797 17.139439 -15.977933 -0.5 -2.2 1.6
N 6.858536 18.189414 -17.778146 1.3 0.5 -0.2
N 5.025818 18.955996 -16.778241 -1.9 1.1 0.5
H 7.648116 17.566039 -17.602258 0.1 0.1 -0.3
H 7.175801 19.148437 -17.717817 0.2 0.1 -0.7
H 5.477843 19.857505 -16.822100 -1.1 0.5 0.1
H 4.372151 18.688755 -16.055776 -0.2 1.1 0.2
```
Positions in Å, forces in eV/Å.

(2)
Molecular formula: C29H57N7O4P2S3Si
Method: DFT, the ωB97M-V functional and the def2-TZVPD basis

Results
Orbital gap (eV): 7.223
M (g mol⁻¹): 754.055
LUMO level (eV): -0.73
E_HOMO (eV): -7.952

Geometry as XYZ:
```
103
Properties=species:S:1:pos:R:3:forces:R:3
O 10.268619 -1.272135 -2.314959 0.3 0.4 0.3
S 9.055355 -0.835297 -1.678223 0.4 -0.9 -1.4
O 7.908953 -1.680241 -1.879718 -0.4 0.3 0.7
C 8.673574 0.804171 -2.224808 -0.2 0.1 0.4
Si 7.146923 0.768892 -3.375936 0.0 -0.5 -0.2
C 6.866562 2.464383 -4.143600 0.2 0.2 0.5
C 5.657698 3.261346 -3.620276 -0.3 0.3 -0.8
C 4.321327 2.782803 -4.209282 0.6 -0.7 0.6
S 2.891445 3.239135 -3.163853 -0.5 0.0 -0.6
C 2.441091 1.639266 -2.492129 0.4 0.4 -0.2
S 3.465084 0.861002 -1.526048 0.1 -0.2 0.0
N 1.155647 1.159785 -2.913413 0.2 -0.4 0.9
C 0.193036 1.001652 -1.851794 -0.2 -0.1 0.0
C -1.018364 0.402549 -2.191425 -0.3 -0.1 -0.3
C -2.002335 0.175791 -1.249890 0.2 0.1 0.2
C -1.794656 0.544233 0.077953 -0.4 -0.3 -0.3
C -0.609931 1.165890 0.409466 0.1 0.1 0.4
C 0.381999 1.406058 -0.534492 0.1 0.0 -0.2
C 1.336593 -0.046578 -3.705590 -0.1 0.3 -0.4
C 1.367599 0.077463 -5.084973 0.2 -0.2 0.3
C 1.561536 -1.068152 -5.846217 0.0 0.1 -0.5
C 1.723557 -2.306189 -5.257339 0.1 -0.4 0.4
C 1.700554 -2.422174 -3.870608 -0.1 0.4 0.1
C 1.494046 -1.289022 -3.104961 0.0 0.1 0.3
H 9.318346 -0.723029 -0.351120 -0.2 0.1 0.0
H 8.460777 1.383182 -1.320695 0.0 0.1 -0.1
H 9.559085 1.204364 -2.715860 0.1 0.0 0.1
H 7.412184 -0.246367 -4.414962 0.1 0.1 -0.1
H 6.019903 0.266366 -2.578341 -0.1 0.2 0.0
H 7.754378 3.066809 -3.917554 0.1 -0.1 -0.1
H 6.850737 2.380582 -5.233079 -0.1 0.0 0.0
H 5.566367 3.251646 -2.534806 0.2 -0.1 0.0
H 5.797486 4.296583 -3.946282 0.0 0.1 0.3
H 4.354504 1.691036 -4.260046 -0.3 0.0 0.0
H 4.154508 3.135225 -5.225864 -0.1 0.2 0.1
H -1.198703 0.099911 -3.216255 0.1 0.0 0.0
H -2.930852 -0.289848 -1.558436 0.0 0.0 0.1
H -2.569087 0.328186 0.803837 0.1 0.2 0.1
H -0.429246 1.459552 1.436739 0.0 0.0 0.0
H 1.305138 1.874287 -0.227216 -0.1 0.1 0.1
H 1.259488 1.058290 -5.529506 -0.1 0.0 0.0
H 1.579221 -0.991425 -6.926641 0.0 0.0 0.0
H 1.889314 -3.197882 -5.848308 0.0 0.1 -0.1
H 1.845984 -3.364895 -3.360038 0.0 -0.1 -0.2
H 1.462367 -1.331195 -2.023431 0.0 -0.1 0.0
O 1.045857 -0.535890 3.918894 2.5 0.9 1.8
P 1.639306 -1.902432 3.961514 -3.8 -3.1 -2.8
N 2.119784 -2.110501 2.333442 -0.2 0.5 -0.2
C 2.223177 -3.359201 1.613757 0.4 -0.4 0.3
C 3.037908 -1.107145 1.813656 -0.1 0.4 0.1
N 0.217511 -2.824256 4.368950 -0.1 -0.1 -0.3
C -0.495109 -3.580270 3.352019 0.1 -0.2 -0.1
C -0.747450 -2.063155 5.161559 0.0 0.2 0.1
N 2.655518 -3.024486 4.692096 1.3 1.9 1.2
C 4.064911 -2.648953 4.789860 0.1 0.0 -0.3
C 2.381014 -4.412551 5.002954 -0.3 -0.2 0.3
H 3.158290 -3.906749 1.813430 0.0 0.0 0.0
H 2.190232 -3.153886 0.541325 0.1 0.1 0.0
H 1.389981 -4.024971 1.810094 0.1 0.0 0.1
H 4.069508 -1.265292 2.160899 0.0 0.0 -0.1
H 2.730126 -0.106559 2.118658 -0.1 -0.1 0.1
H 3.041552 -1.115823 0.722340 0.0 -0.1 0.0
H -0.755596 -2.975981 2.472328 0.0 -0.1 0.0
H -1.419404 -3.979493 3.773850 0.0 0.1 0.1
H 0.067418 -4.458793 3.031376 0.0 0.1 0.0
H -1.360549 -1.396570 4.544671 0.0 0.1 0.0
H -0.247174 -1.455476 5.912602 0.0 0.0 0.0
H -1.411984 -2.756096 5.683966 0.1 -0.1 -0.1
H 4.656807 -3.062115 3.964100 0.0 0.0 0.0
H 4.497902 -2.994000 5.730410 -0.1 0.0 0.0
H 4.176290 -1.562868 4.772196 0.0 0.0 -0.1
H 2.359990 -5.038441 4.104867 0.0 0.0 0.0
H 1.447179 -4.531225 5.544021 -0.1 0.1 -0.2
H 3.166854 -4.802508 5.653752 0.1 0.2 -0.1
O -4.928232 1.123197 1.757088 0.9 -2.5 -2.4
P -6.181426 1.294691 0.952050 -2.9 4.3 3.6
N -6.001919 3.000689 0.708369 0.4 0.2 0.3
C -7.062988 3.968951 0.561734 -0.3 -0.2 -0.5
C -4.791240 3.418278 0.011127 0.3 -0.2 0.2
N -7.367355 0.874226 2.149781 -0.1 -0.1 0.0
C -8.042177 1.908138 2.916801 -0.2 0.2 -0.1
C -6.909168 -0.175854 3.058677 0.2 -0.1 0.0
N -7.274790 1.079295 -0.317805 1.8 -1.8 -1.2
C -6.711405 1.122592 -1.665720 0.1 0.3 0.0
C -8.721370 1.113330 -0.269575 -0.4 -0.5 0.3
H -7.489458 4.009941 -0.454722 0.0 0.0 0.0
H -6.669792 4.962703 0.787215 0.1 0.0 -0.1
H -7.874935 3.809852 1.264545 0.0 -0.1 -0.1
H -4.853898 3.249396 -1.073459 0.0 0.1 0.0
H -3.924419 2.874919 0.386681 -0.1 -0.1 0.0
H -4.597827 4.480044 0.177463 -0.1 0.0 0.0
H -7.345451 2.609964 3.394043 0.0 0.0 0.0
H -8.646729 1.445488 3.699041 0.1 -0.1 0.0
H -8.753762 2.466758 2.306856 0.1 0.0 0.0
H -6.252167 0.212037 3.845149 0.1 0.0 0.0
H -6.364540 -0.950676 2.521849 0.0 0.0 0.0
H -7.773315 -0.646829 3.533322 -0.1 0.1 -0.1
H -6.809303 2.117047 -2.116789 0.0 0.0 0.0
H -7.201529 0.397861 -2.318334 0.0 0.0 0.1
H -5.650596 0.864750 -1.649892 0.0 0.1 0.0
H -9.101831 2.130093 -0.133809 0.0 0.0 0.0
H -9.117657 0.473914 0.514709 0.1 0.1 0.1
H -9.128383 0.734881 -1.209998 0.2 0.0 -0.1
```
Positions in Å, forces in eV/Å.

(3)
Molecular formula: C20H17N5O4S
Method: DFT, the ωB97M-V functional and the def2-TZVPD basis

Results
Orbital gap (eV): 8.402
M (g mol⁻¹): 423.454
LUMO level (eV): -0.13
E_HOMO (eV): -8.535
Energy relative to the best compared isomer or geometry (same formula, charge and spin) (kcal/mol): 18.5

Geometry as XYZ:
```
47
Properties=species:S:1:pos:R:3:forces:R:3
O 1.359482 -1.016331 4.607720 -0.9 -0.7 -2.3
O 3.524191 -1.040078 3.632090 -2.9 -0.5 -2.5
N 2.985507 3.452930 -0.413185 0.1 0.2 0.1
N 1.840216 1.592221 -0.963420 0.6 0.6 1.5
N -1.876486 1.218001 3.254554 0.3 -0.4 -0.5
N 2.025273 -3.096482 1.229248 0.1 1.2 1.0
O 3.153044 2.524540 0.626143 -1.7 -1.2 -1.5
O -3.889698 1.259274 2.014752 -0.1 0.4 1.1
C 2.216383 2.880995 -1.302280 0.5 0.1 0.6
C 2.399284 1.454913 0.220465 -0.4 0.3 -1.0
C 1.834417 -4.293871 0.665151 0.1 0.4 1.0
C -0.548097 0.921677 3.294055 0.0 0.0 -1.4
C -2.574193 0.976413 2.125487 1.4 0.4 0.8
C 1.754014 -2.866336 2.560247 -0.3 -1.0 -2.4
C 1.375379 -5.375636 1.421825 -0.2 0.1 0.1
C -1.951045 0.462085 0.991366 -0.7 -0.3 -0.8
C 1.196057 -3.891245 3.292026 0.2 0.0 1.2
C 1.033230 -5.166656 2.733812 -0.1 0.8 0.0
C 1.032693 4.908752 -4.898839 -0.7 -1.0 0.7
C 1.821009 5.544853 -3.961978 1.0 -0.2 0.7
C 0.579086 3.601605 -4.642332 0.6 0.6 1.1
C 2.261773 4.891410 -2.813411 -1.0 -1.1 -0.5
C 0.947458 2.956743 -3.440305 -0.4 0.2 -1.0
C -0.608961 0.171926 0.997725 0.2 -0.5 0.6
C 1.807157 3.585058 -2.530531 -0.1 0.2 -0.5
C 0.155965 0.390871 2.168407 -2.2 0.4 0.1
N 1.525070 0.097665 2.192683 2.0 -1.3 1.7
C -4.524079 1.778291 3.211878 0.0 -1.6 0.8
C 2.343111 0.164690 0.962708 1.9 -1.0 0.7
S 2.059873 -1.176133 3.335864 3.2 1.5 2.3
H 2.058831 -4.406059 -0.398047 0.0 0.2 0.3
H 0.023183 1.129775 4.210961 -0.6 -0.1 -0.4
H 1.212179 -6.365147 1.045590 0.1 -0.2 -0.6
H -2.581922 0.238614 0.116826 0.5 0.2 0.4
H 0.954621 -3.741005 4.334395 -0.2 0.1 0.1
H 0.559911 -5.959540 3.295921 0.2 0.0 0.2
H 0.675081 5.459332 -5.738673 -0.1 0.1 -0.6
H 2.199900 6.546396 -4.098485 -0.2 0.2 -0.3
H -0.103948 3.100149 -5.307688 0.0 0.0 -0.2
H 2.916138 5.375710 -2.130690 0.4 0.3 0.5
H 0.495117 1.971148 -3.278627 0.5 0.4 0.3
H -0.190390 -0.343371 0.132164 0.1 0.4 0.2
H -4.192357 2.759470 3.484081 0.5 0.6 -0.1
H -4.312134 1.095397 4.080488 -0.1 0.6 -0.8
H -5.606091 1.806286 3.065403 0.3 -0.1 -0.4
H 2.067016 -0.643915 0.286555 -0.2 0.3 -0.3
H 3.439072 -0.064067 1.199220 -1.5 0.2 0.3
```
Positions in Å, forces in eV/Å.

Among the records above, which one has the lowest orbital gap? C11H44BeN22O15S

Among the records above, which one has the highest orbital gap? C20H17N5O4S